1.
The following is a DFT calculation (wB97M-V/def2-TZVPD) of C31H42BrN6O5Ru as an isolated structure.

XYZ file:
```
86
Properties=species:S:1:pos:R:3:forces:R:3:lowdin_spin:R:1
Ru -0.1192 -0.4856 0.3721 -1.210 1.829 -0.998 0.9180
N -2.4548 -0.4607 -0.6845 1.289 0.142 0.212 -0.0039
C -3.5230 -0.4526 0.2915 -0.076 0.264 1.316 0.0002
C -2.9596 0.0187 1.6991 -2.276 -1.351 -1.301 0.0000
O -3.7145 -0.0858 2.6492 0.186 0.214 0.207 -0.0028
O -1.8036 0.4899 1.6528 3.468 0.469 -0.275 0.0048
H -2.3155 0.4835 -1.0356 -0.046 -0.089 -0.033 0.0004
H -2.6486 -1.0798 -1.4672 0.302 0.006 0.156 -0.0005
H -3.9679 -1.4428 0.4166 0.091 0.208 -0.141 0.0001
H -4.3247 0.2606 0.0586 0.134 -0.149 -0.151 -0.0004
C -0.7728 2.3641 -4.2594 0.101 -0.210 0.142 -0.0002
C -1.5309 1.5643 -3.1957 -0.045 0.047 -0.040 -0.0002
C -2.7969 0.9694 -3.8231 0.192 -0.008 0.140 -0.0001
C -1.8283 2.4549 -2.0051 0.361 -0.177 0.143 -0.0014
C -2.9005 3.3336 -2.0307 -0.095 0.105 0.033 0.0002
C -3.1627 4.1671 -0.9589 -0.026 -0.032 -0.035 -0.0020
C -2.3494 4.1378 0.1593 0.016 0.042 -0.033 0.0002
C -1.2624 3.2843 0.2321 0.103 -0.379 -0.135 -0.0021
C -0.3551 3.2688 1.4399 0.087 -0.066 0.225 -0.0006
C 0.6703 4.4013 1.3242 -0.001 -0.233 -0.001 -0.0001
C -1.1018 3.3870 2.7681 0.039 -0.140 -0.161 0.0000
C -0.9983 2.4431 -0.8685 -1.003 0.804 0.025 0.0002
N 0.0728 1.5583 -0.7770 0.005 -2.467 0.877 -0.0105
C 1.2794 1.9053 -1.0861 0.718 -0.125 -0.103 -0.0007
C 2.3937 1.1395 -0.7331 0.421 0.668 -0.583 0.0010
C 3.7694 1.4282 -0.9459 -0.932 0.181 0.010 0.0033
C 4.4644 0.5116 -0.2019 -0.242 -0.502 0.219 0.0025
C 3.5035 -0.3246 0.4331 0.439 -0.036 -0.133 0.0050
N 2.2682 0.0540 0.0908 -1.607 -0.703 0.693 -0.0066
C 3.7989 -1.4052 1.4318 -0.021 -0.188 0.304 0.0004
C 2.8861 -2.6006 1.1618 -0.067 0.324 0.047 0.0001
C 3.5082 -0.8261 2.8248 -0.098 -0.016 -0.092 0.0002
C 5.2601 -1.8682 1.3887 -0.257 0.147 -0.120 0.0001
H -0.5145 1.7203 -5.0967 0.039 -0.043 -0.168 0.0000
H 0.1460 2.7804 -3.8548 0.127 0.077 0.025 0.0000
H -1.3859 3.1851 -4.6288 -0.045 0.060 -0.002 0.0000
H -0.8862 0.7416 -2.8568 -0.085 0.137 -0.042 0.0001
H -3.3072 1.7054 -4.4399 -0.107 0.052 -0.052 0.0000
H -3.4972 0.6160 -3.0706 -0.127 -0.037 0.081 0.0000
H -2.5340 0.1270 -4.4569 0.022 -0.084 -0.163 0.0000
H -3.5342 3.3776 -2.9031 -0.104 -0.039 -0.104 0.0001
H -4.0114 4.8334 -0.9894 -0.070 0.093 -0.025 -0.0001
H -2.5580 4.7933 0.9887 -0.081 0.079 0.122 0.0000
H 0.1724 2.3020 1.4617 -0.102 0.344 -0.032 -0.0005
H 0.1688 5.3666 1.3568 -0.050 0.127 -0.037 0.0000
H 1.2393 4.3412 0.3996 0.083 0.033 -0.135 0.0000
H 1.3694 4.3523 2.1542 0.120 0.026 0.117 0.0000
H -1.6594 4.3178 2.8512 -0.016 0.123 0.008 0.0000
H -0.3778 3.3594 3.5789 0.049 0.011 0.128 0.0000
H -1.7790 2.5489 2.8917 -0.125 -0.056 0.059 0.0000
H 1.4691 2.8552 -1.5937 -0.223 -0.075 0.042 -0.0009
H 4.1608 2.2261 -1.5510 0.032 0.132 -0.069 0.0001
H 5.5298 0.4381 -0.0949 0.152 -0.072 0.016 0.0000
H 1.8647 -2.2398 1.0290 0.199 -0.245 0.098 0.0000
H 2.9046 -3.2955 1.9967 -0.005 -0.129 0.144 0.0000
H 3.2087 -3.1202 0.2609 0.011 -0.063 -0.154 0.0000
H 2.4655 -0.5278 2.8962 0.084 -0.004 0.096 -0.0001
H 4.1406 0.0388 3.0114 0.120 0.116 0.021 0.0000
H 3.7071 -1.5737 3.5891 0.011 -0.106 0.137 0.0000
H 5.5491 -2.1938 0.3902 0.044 -0.029 -0.106 0.0000
H 5.3878 -2.7067 2.0722 0.012 -0.037 0.057 0.0000
H 5.9318 -1.0742 1.7061 0.108 0.076 0.006 0.0000
Br -2.4509 -3.7250 -1.1035 -0.370 -0.093 0.009 0.0009
C -2.4123 -3.4208 0.7773 -0.165 -0.299 -0.077 0.0031
C -3.4487 -3.9351 1.5383 0.071 0.062 -0.122 0.0007
C -3.4045 -3.7333 2.9096 0.290 0.182 -0.097 0.0003
C -2.3142 -3.0715 3.4436 -0.022 -0.089 -0.164 0.0001
C -1.3222 -2.6087 2.5895 0.288 0.080 0.665 0.0025
N -1.3740 -2.7609 1.2646 0.019 0.260 -0.070 0.0296
C -0.0732 -1.9363 3.1931 -0.952 -1.174 0.251 0.0046
O 0.3231 -2.3805 4.2566 -0.009 0.112 0.140 0.0085
O 0.4320 -1.0082 2.5142 0.352 1.061 -2.159 0.0496
H -4.2654 -4.4628 1.0712 0.004 -0.010 -0.081 0.0002
H -4.2036 -4.0951 3.5379 -0.060 -0.014 0.062 0.0000
H -2.2032 -2.9029 4.4999 0.051 0.027 0.136 0.0002
C 2.1781 -2.1720 -3.4957 0.020 0.340 0.004 -0.0001
N 1.7775 -3.1948 -2.5564 -0.065 -0.009 0.034 -0.0007
C 0.8913 -2.8944 -1.5802 0.609 -1.440 0.185 0.0001
N 0.6699 -3.8422 -0.6413 -0.022 0.247 0.029 -0.0002
O 0.2606 -1.8308 -1.6048 -0.178 1.724 1.063 -0.0028
H 2.7056 -2.6390 -4.3232 -0.004 0.042 -0.022 0.0000
H 2.8176 -1.4283 -3.0098 0.008 -0.001 -0.136 0.0000
H 1.2856 -1.6662 -3.8619 0.120 -0.019 -0.097 0.0000
H 2.3667 -4.0069 -2.4685 -0.178 0.045 0.108 -0.0001
H 1.2737 -4.6377 -0.5363 0.080 0.081 -0.009 0.0000
H 0.1350 -3.5343 0.1660 0.092 -0.160 -0.135 -0.0001
```
Forces are in eV/Å.

## Properties
E_LUMO (alpha / beta)   -2.06 / -1.46 eV
HOMO (alpha / beta)   -7.746 / -7.763 eV
Spin multiplicity   2
Molar mass   759.688 g/mol
Energy relative to the best compared isomer or geometry (same formula, charge and spin)   289.7 kJ/mol
Gap between HOMO and LUMO (alpha / beta)   0.209 / 0.231 hartree

2.
The following is a DFT calculation (wB97M-V/def2-TZVPD) of C36H28AsIrN3O5S2 as an isolated structure.

XYZ file:
```
76
Properties=species:S:1:pos:R:3:forces:R:3:lowdin_charge:R:1
Ir 0.9004 -0.1443 -0.2244 0.071 -0.011 0.059 1.2454
O -1.3056 -5.6938 -0.4267 0.008 0.000 -0.007 0.1118
C -0.8684 -4.4293 -0.3689 -0.017 -0.004 -0.003 -0.2624
C -1.4313 -3.4771 0.4909 -0.009 0.005 0.005 0.0964
C -0.9057 -2.2048 0.4757 -0.006 -0.018 0.013 -0.1732
N 0.0944 -1.9246 -0.3509 0.026 0.000 -0.016 -0.1055
C 0.6710 -2.8029 -1.1696 0.002 -0.002 0.006 -0.1686
C 0.2023 -4.0938 -1.2104 0.024 0.002 -0.001 0.1082
C 1.8379 -2.2098 -1.9707 -0.038 0.003 -0.027 -0.5676
O 2.3846 -2.8858 -2.8051 0.018 -0.007 0.010 0.1106
O 2.1343 -0.9654 -1.6714 -0.028 -0.014 0.000 -0.1887
C -1.3285 -1.0166 1.3485 -0.009 -0.001 -0.036 -0.5688
O -2.2806 -1.1333 2.0796 0.000 -0.008 0.022 0.1064
O -0.5890 0.0561 1.2053 -0.039 0.036 -0.055 -0.1815
H -2.0470 -5.8353 0.1744 -0.005 -0.001 0.007 0.1296
H -2.2493 -3.7072 1.1622 0.003 -0.001 0.005 0.1431
H 0.6528 -4.8252 -1.8666 -0.003 0.000 -0.001 0.1482
S 2.3455 -4.9339 2.7153 -0.007 0.013 0.010 1.0639
C 2.9699 -6.0636 3.8294 0.013 0.005 -0.013 -0.3911
C 3.8895 -5.5007 4.6591 -0.007 -0.012 0.010 -0.1618
C 4.0884 -4.1245 4.3903 -0.013 0.018 0.003 -0.1051
C 3.3160 -3.6615 3.3605 0.017 -0.031 -0.004 -0.4787
C 3.2649 -2.3039 2.8155 0.020 0.036 0.002 -0.1632
C 2.3299 -1.9789 1.8144 -0.010 -0.041 0.009 -0.0359
N 2.2299 -0.7815 1.2803 -0.018 0.057 -0.048 0.0050
C 3.0574 0.2039 1.6977 0.007 -0.028 0.004 -0.1273
C 4.0215 -0.0131 2.6824 -0.009 0.014 -0.001 -0.1099
C 4.8693 1.0834 3.0640 0.000 0.027 -0.017 0.0087
C 4.7410 2.2950 2.4830 -0.001 -0.029 0.024 0.0085
C 3.7501 2.5341 1.4685 0.005 0.015 -0.003 -0.1126
C 3.5741 3.7752 0.8424 -0.028 -0.016 -0.005 0.0540
C 2.5982 3.9336 -0.1207 0.033 -0.025 0.047 -0.1713
C 1.8120 2.8093 -0.4341 -0.028 0.017 -0.022 -0.0361
N 1.9519 1.6299 0.1368 0.019 -0.001 -0.001 -0.0260
C 2.9145 1.4847 1.0876 -0.003 -0.001 -0.006 -0.1240
C 2.3592 5.1969 -0.8210 0.010 0.029 -0.023 -0.4868
C 1.2756 5.5539 -1.5791 -0.022 -0.008 0.018 -0.1149
C 1.3763 6.8637 -2.1079 0.005 0.016 -0.012 -0.1651
C 2.5354 7.4786 -1.7460 -0.001 -0.010 0.001 -0.3906
S 3.5079 6.4778 -0.7676 0.004 -0.014 -0.002 1.0801
C 4.1097 -1.2959 3.2394 -0.007 -0.017 -0.021 0.0814
H 2.6281 -7.0854 3.8098 0.003 -0.002 -0.003 0.0745
H 4.4053 -6.0458 5.4348 -0.001 0.000 0.000 0.1119
H 4.7756 -3.5082 4.9515 -0.003 0.004 0.000 0.1135
H 1.6448 -2.7314 1.4441 -0.003 0.007 0.013 0.0909
H 5.6173 0.9156 3.8279 0.002 0.003 -0.002 0.1261
H 5.3841 3.1154 2.7737 0.002 -0.002 0.002 0.1265
H 4.2065 4.6059 1.1319 -0.008 0.009 -0.003 0.1159
H 1.0451 2.8878 -1.1883 0.001 0.009 -0.006 0.0714
H 0.4146 4.9211 -1.7446 0.004 -0.008 0.018 0.1036
H 0.6217 7.3279 -2.7244 0.000 0.000 0.001 0.1104
H 2.8719 8.4690 -2.0055 0.000 0.001 -0.001 0.0756
H 4.8553 -1.4862 4.0003 0.001 -0.004 -0.001 0.1305
C -1.8229 1.9917 -1.4061 0.016 0.002 -0.010 -0.2294
As -0.5641 0.6404 -1.9679 -0.024 0.015 0.083 1.1107
C 0.3492 1.3423 -3.5142 0.008 -0.024 -0.008 -0.2265
C -1.7033 -0.7792 -2.6851 0.015 0.002 0.010 -0.2736
C -2.6387 -0.2945 -3.7530 0.001 -0.016 -0.026 -0.3129
C -3.9032 0.1892 -3.4274 0.001 0.000 0.011 -0.0623
C -4.7557 0.6560 -4.4171 0.000 0.001 0.001 -0.0700
C -4.3544 0.6423 -5.7452 0.003 0.001 -0.001 -0.0767
C -3.1003 0.1517 -6.0803 -0.002 0.004 0.000 -0.0693
C -2.2482 -0.3137 -5.0900 0.002 0.005 0.007 -0.0613
H -2.4691 2.2713 -2.2361 -0.006 -0.019 -0.001 0.0385
H -1.2957 2.8707 -1.0392 0.036 -0.008 0.009 0.0231
H -2.4118 1.5833 -0.5857 -0.006 0.013 -0.002 0.0436
H -0.3701 1.5645 -4.3000 -0.006 0.008 0.000 0.0366
H 1.0627 0.5915 -3.8515 0.001 0.004 -0.005 0.0445
H 0.8974 2.2458 -3.2525 -0.012 0.001 -0.015 0.0247
H -2.2440 -1.1908 -1.8305 -0.018 -0.002 -0.023 0.0819
H -1.0360 -1.5539 -3.0670 0.012 0.007 0.015 0.0842
H -4.2303 0.1870 -2.3935 0.003 0.002 0.002 0.1160
H -5.7382 1.0225 -4.1506 -0.001 -0.001 0.000 0.1089
H -5.0208 1.0017 -6.5177 -0.001 -0.001 0.001 0.1075
H -2.7878 0.1224 -7.1158 0.002 0.001 0.001 0.1091
H -1.2757 -0.7110 -5.3593 -0.002 -0.002 -0.002 0.1173
```
Forces are in eV/Å.

## Properties
E_LUMO   -3.58 eV
HOMO   -10.813 eV
Net charge   +1
Molar mass   913.909 g/mol
Energy relative to the best compared isomer or geometry (same formula, charge and spin)   0.0 kJ/mol
Gap between HOMO and LUMO   0.266 hartree

Which of these has the highest molar mass?
C36H28AsIrN3O5S2

Among the records above, which one has the highest molar mass?
C36H28AsIrN3O5S2

Among the records above, which one has the highest molar mass?
C36H28AsIrN3O5S2